C3H8P2 | ωB97M-V with the def2-TZVPD basis set

XYZ file:
```
13
Properties=species:S:1:pos:R:3
C -1.6123 -0.5481 1.9044
C 1.1604 1.6968 0.3848
C 0.8980 0.2103 -0.0831
P -0.4463 -1.0650 0.7827
P -1.5829 -1.9131 -1.1980
H -2.3905 -1.3425 1.7640
H 0.2230 2.3405 0.3001
H 1.4995 1.6381 1.4176
H 2.0774 1.9296 -0.3117
H 1.8493 -0.3307 -0.0586
H 0.4709 0.3357 -1.1535
H -1.6937 -0.6741 -1.7559
H -0.4528 -2.2774 -1.9930
```

F_max: 2.6 eV/Å
LUMO: -0.81 eV
calculated total energy: -801.62514 Ha
highest occupied orbital energy: -8.590 eV



C3H12N3O2 | ωB97M-V with the def2-TZVPD basis set

XYZ file:
```
20
Properties=species:S:1:pos:R:3
C -1.0078 -2.3531 -0.0360
N -1.2064 -3.3260 -1.1053
C 0.2677 -1.5580 -0.2379
N 0.2774 -0.4207 0.7783
H -0.9472 -2.8881 0.9136
H -1.8521 -1.6483 0.0259
H -1.9511 -3.9245 -0.7940
H -1.5570 -2.8721 -1.9358
H 0.3083 -1.0747 -1.2066
H 1.1441 -2.1713 -0.0539
H 1.2131 -0.0285 0.8836
H -0.2691 0.3616 0.3766
H -0.1519 -0.7931 1.6095
N 0.4780 4.0347 0.1596
C 0.5693 2.6858 -0.0436
O 1.7192 2.1174 0.4353
O -0.2928 2.0037 -0.5394
H -0.2693 4.4955 -0.3441
H 1.3261 4.5793 0.1617
H 2.2013 2.7805 0.9526
```

F_max: 1.5 eV/Å
LUMO: -3.01 eV
calculated total energy: -436.05661 Ha
total charge: +1
highest occupied orbital energy: -13.218 eV



C6H10 | ωB97M-V with the def2-TZVPD basis set

XYZ file:
```
16
Properties=species:S:1:pos:R:3
C 0.5947 1.0707 1.3384
C 0.6989 -0.4746 0.8934
C -0.6627 -1.0941 0.4834
C -0.8364 -0.7658 -1.0611
C -0.1095 0.5980 -1.2202
C 0.8751 0.6466 -0.0622
H -0.3848 1.2605 1.7667
H 1.2927 1.8581 1.6986
H 1.4984 -1.2009 1.0988
H -0.7971 -2.1388 0.8313
H -1.4714 -0.5294 0.9547
H -1.9034 -0.7000 -1.3220
H -0.3971 -1.5010 -1.7546
H -0.8030 1.4510 -1.2146
H 0.4898 0.6832 -2.1342
H 1.9154 0.8365 -0.2964
```

F_max: 1.6 eV/Å
LUMO: 1.25 eV
calculated total energy: -234.55431 Ha
highest occupied orbital energy: -9.705 eV



C20H46ClNO7PS | ωB97M-V with the def2-TZVPD basis set

XYZ file:
```
77
Properties=species:S:1:pos:R:3
C 1.1847 -4.2625 4.8604
C 1.0819 -2.7825 4.4585
C 1.7205 -2.4657 3.1088
Cl 0.9410 -1.0310 2.3888
C 3.2254 -2.1620 3.1673
C 4.1047 -3.4307 3.3012
N 4.6609 -3.7814 4.6745
C 6.0653 -4.2921 4.5077
C 4.5287 -2.6375 5.6573
P 5.6568 -2.7087 7.1238
S 7.4033 -1.9585 6.8497
C 4.6556 -1.3346 4.8794
O 3.4640 -1.1744 4.1495
H 0.3267 -4.8283 4.5039
H 2.0777 -4.7565 4.4673
H 1.2003 -4.3698 5.9457
H 1.5033 -2.1279 5.2210
H 0.0290 -2.5202 4.3897
H 1.5786 -3.2911 2.4100
H 3.4976 -1.7463 2.1922
H 3.5732 -4.3063 2.9385
H 4.9748 -3.3096 2.6627
H 4.1279 -4.5678 5.0482
H 6.3884 -4.7868 5.4186
H 6.0509 -5.0213 3.7008
H 6.7140 -3.4641 4.2383
H 3.4978 -2.6667 6.0172
H 5.5869 -4.0631 7.4994
H 4.8346 -2.0591 8.0553
H 5.5537 -1.3266 4.2509
H 4.7409 -0.4901 5.5603
C 2.3453 1.1069 -0.0290
O 1.7697 1.1356 -1.3099
C 0.3762 0.8816 -1.2882
C -0.3067 1.4639 -2.5040
O -0.5015 2.8662 -2.4442
C 0.6251 3.7042 -2.6557
C 1.0694 3.7872 -4.0979
O 1.7880 2.6275 -4.4741
C 1.7489 2.3905 -5.8634
H 2.2549 0.1146 0.4308
H 3.3975 1.3651 -0.1391
H 1.8704 1.8361 0.6399
H -0.0736 1.3129 -0.3843
H 0.2047 -0.2045 -1.2782
H -1.3144 1.0412 -2.5386
H 0.2146 1.1681 -3.4173
H 1.4609 3.4212 -2.0121
H 0.2903 4.7004 -2.3597
H 1.7114 4.6710 -4.2164
H 0.1883 3.9141 -4.7395
H 0.7174 2.2789 -6.2177
H 2.2893 1.4650 -6.0514
H 2.2276 3.2007 -6.4250
C -8.1528 -0.5730 -3.7150
O -7.3537 0.5378 -4.0451
C -8.0751 1.7561 -4.0229
C -7.1513 2.9339 -3.8131
O -6.7108 3.0969 -2.4747
C -5.6983 2.2225 -2.0079
C -4.3128 2.5484 -2.5189
O -4.1466 2.1089 -3.8541
C -3.1488 2.8355 -4.5414
H -8.9527 -0.7289 -4.4486
H -7.5070 -1.4491 -3.7090
H -8.6056 -0.4568 -2.7232
H -8.8241 1.7387 -3.2215
H -8.5959 1.8881 -4.9817
H -7.7271 3.8360 -4.0302
H -6.3108 2.8890 -4.5090
H -5.9443 1.1777 -2.2128
H -5.6844 2.3648 -0.9247
H -3.5746 2.0498 -1.8736
H -4.1473 3.6305 -2.4503
H -3.3838 3.9066 -4.5587
H -3.1241 2.4640 -5.5647
H -2.1708 2.6977 -4.0707
```

F_max: 0.6 eV/Å
LUMO: -3.27 eV
calculated total energy: -2570.40649 Ha
total charge: +1
highest occupied orbital energy: -10.095 eV



C26H19F7NO6P | ωB97M-V with the def2-TZVPD basis set

XYZ file:
```
60
Properties=species:S:1:pos:R:3
C -4.0721 4.7903 0.4824
C -3.9552 3.6545 -0.3471
C -3.4232 2.3294 -1.1840
C -2.8755 1.1538 -0.1719
C -3.7953 -0.1327 0.3531
C -3.2005 -1.3154 1.3524
C -4.2514 -2.5583 1.7341
C -4.2180 -3.5536 0.3903
C -4.5510 -5.1222 0.7348
C -2.7067 -3.5589 -0.3261
C -1.6525 -1.2122 1.9018
N -1.1407 -2.2967 2.8557
C -1.7565 -2.1537 4.1045
O -2.7792 -2.0143 4.9931
C -0.7211 0.0544 1.3986
C -1.3059 1.2222 0.3527
C -0.2359 2.4205 -0.1177
O -0.5940 3.6994 -0.2561
C 1.3223 1.8510 -0.3399
C 2.1742 2.4407 -1.6248
C 1.6354 3.5423 -2.7127
O 2.0299 4.9333 -2.4426
C 3.4740 5.1528 -2.6163
F 4.2703 4.8882 -1.3599
F 3.6361 6.6362 -2.8536
F 4.0729 4.4909 -3.7993
C 3.6821 1.8073 -1.8165
C 4.2903 0.6560 -0.7660
P 6.0726 0.0978 -1.1539
O 6.6962 0.8837 -2.6043
O 5.9491 -1.6056 -1.5413
C 3.4450 0.0348 0.5119
C 3.9508 -1.0911 1.5657
F 4.0021 -0.4151 2.9180
F 5.2907 -1.6647 1.3756
C 2.9315 -2.4112 1.7066
F 2.3825 -2.5441 3.1081
F 1.8884 -2.4629 0.6580
C 1.9192 0.6948 0.7150
C 0.8625 0.2724 1.8925
O 1.0945 0.1458 3.1947
H -4.4633 5.6643 1.1928
H -4.2813 1.9222 -1.8928
H -2.5024 2.6327 -1.8669
H -4.9125 -0.2221 0.0117
H -3.8620 -3.2264 2.6180
H -5.3399 -2.1637 1.9195
H -4.9906 -3.1286 -0.4059
H -3.6709 -5.6733 1.3074
H -5.5708 -5.2987 1.2814
H -4.6326 -5.6842 -0.3140
H -1.8372 -3.6122 0.4886
H -2.5403 -2.6195 -1.0261
H -2.5415 -4.5174 -1.0086
H 0.4437 3.5196 -2.6438
H 1.8734 3.1817 -3.8240
H 4.3361 2.1835 -2.7232
H 6.1062 0.5129 -3.3372
H 4.9632 -1.8104 -1.6034
H 3.5848 -3.4004 1.5608
```

F_max: 11.2 eV/Å
LUMO: -2.23 eV
calculated total energy: -2547.66261 Ha
highest occupied orbital energy: -9.090 eV



C18H21Br2N2 | ωB97M-V with the def2-TZVPD basis set

XYZ file:
```
43
Properties=species:S:1:pos:R:3
Br -5.9116 2.6438 -1.6473
C -4.2794 1.6921 -1.6280
C -4.2661 0.3107 -1.6135
C -3.0715 -0.3768 -1.5784
C -1.8467 0.3123 -1.5621
C -0.6058 -0.3933 -1.5337
C 0.6183 0.2371 -1.6017
C 1.8488 -0.3824 -1.5808
C 3.0886 0.3288 -1.6178
C 4.3149 -0.3590 -1.6321
C 5.5090 0.3275 -1.6424
C 5.5237 1.7082 -1.6386
Br 7.1596 2.6522 -1.6311
C 4.3351 2.4094 -1.6338
C 3.1359 1.7356 -1.6251
C -1.8933 1.7188 -1.5868
C -3.0910 2.3925 -1.6183
H -5.2052 -0.2173 -1.6326
H -3.0706 -1.4521 -1.5750
H -0.6276 -1.4656 -1.4615
H 0.6110 1.3044 -1.7025
H 1.8772 -1.4568 -1.5318
H 4.3146 -1.4344 -1.6365
H 6.4482 -0.2002 -1.6492
H 4.3544 3.4875 -1.6315
H 2.2261 2.3057 -1.6152
H -0.9864 2.2925 -1.5757
H -3.1088 3.4710 -1.6360
C -2.1936 -2.1207 1.8027
N -1.1391 -1.9672 2.8057
C 0.1568 -2.4822 2.3651
N -1.0245 -0.6103 3.4065
C -1.3608 -0.5435 4.8138
H -2.2824 -3.1635 1.5022
H -3.1473 -1.7955 2.2155
H -1.9662 -1.5176 0.9260
H 0.0688 -3.5234 2.0588
H 0.5299 -1.8931 1.5297
H 0.8704 -2.4193 3.1851
H -1.5906 0.0373 2.8508
H -1.2580 0.4751 5.1886
H -2.3809 -0.8856 4.9883
H -0.6841 -1.1825 5.3798
```

F_max: 2.1 eV/Å
LUMO: -5.95 eV
calculated total energy: -5955.70047 Ha
total charge: +1
highest occupied orbital energy: -10.352 eV



C4H12S2 | ωB97M-V with the def2-TZVPD basis set

XYZ file:
```
18
Properties=species:S:1:pos:R:3
C -0.9469 1.2538 -1.6442
C -1.9283 1.0184 -0.5302
S -2.8975 -0.4613 -0.7709
H -0.4137 2.2049 -1.5962
H -1.4365 1.3151 -2.6218
H -0.1973 0.4607 -1.6577
H -1.4057 0.9299 0.4245
H -2.6046 1.8745 -0.4717
H -3.5196 -0.4660 0.4187
C 1.5292 -1.0003 1.8733
C 1.5262 -1.2684 0.3524
S 2.9600 -0.5015 -0.4559
H 1.1158 -0.0198 2.1015
H 2.5581 -1.0491 2.2249
H 0.9487 -1.7603 2.3991
H 1.5731 -2.3376 0.1559
H 0.5849 -0.9306 -0.0677
H 2.5540 0.7375 -0.1340
```

F_max: 1.3 eV/Å
LUMO: 0.75 eV
calculated total energy: -955.95351 Ha
highest occupied orbital energy: -9.067 eV



C6H29NO7 | ωB97M-V with the def2-TZVPD basis set

XYZ file:
```
43
Properties=species:S:1:pos:R:3
C -0.7499 1.6836 1.3744
C -0.2635 0.4060 0.6972
N -0.3248 0.4279 -0.7666
C -0.0411 -0.9996 -1.2490
C 1.4199 -1.3276 -1.1858
C -1.5964 0.8569 -1.3692
C -1.3692 2.1850 -2.1894
H -0.2758 2.5867 0.9949
H -0.5582 1.6888 2.4599
H -1.8279 1.8836 1.3303
H 0.7519 0.3690 1.0814
H -0.7800 -0.4971 1.0578
H -0.3870 -1.1012 -2.2877
H -0.7820 -1.5823 -0.7102
H 2.1634 -0.6320 -1.5700
H 1.6038 -2.3024 -1.6292
H 1.7240 -1.4620 -0.1413
H -2.3780 1.2138 -0.6688
H -2.0139 0.1751 -2.1077
H -1.3042 1.9547 -3.2534
H -0.4177 2.6104 -1.8676
H -2.0597 3.0142 -2.0209
H 0.8339 -1.6608 2.9127
H -0.3821 -2.4640 2.8094
O -0.0979 -1.6208 3.1961
H 2.3061 0.0408 2.2269
H 3.2253 -1.1823 2.6464
O 2.6888 -0.8108 1.9405
H 1.0855 1.6975 -1.0931
H 2.4469 1.0111 -1.1537
O 2.0637 1.8640 -0.9786
H -2.5432 -0.3098 0.7441
H -3.9269 -0.3007 1.4686
O -3.3243 -0.8319 0.9440
H 1.8834 1.9108 1.0207
H 3.0855 2.2277 1.7746
O 2.1765 1.9548 1.9560
H 0.8716 0.7580 -4.2092
H 1.5088 -0.3710 -3.5233
O 0.9513 -0.2007 -4.2964
H -2.6409 -3.5614 0.4892
H -2.3236 -2.3771 1.5731
O -2.0079 -3.1560 1.1047
```

F_max: 2.9 eV/Å
LUMO: 0.51 eV
calculated total energy: -827.38487 Ha
highest occupied orbital energy: -9.074 eV



C5H10O | ωB97M-V with the def2-TZVPD basis set

XYZ file:
```
16
Properties=species:S:1:pos:R:3
C -1.3580 -1.7094 0.2960
C -0.5936 -0.7187 1.0864
C -0.2854 1.9632 -1.0294
C 0.8822 -0.8220 0.8247
C 1.1474 0.4836 0.0942
O 0.0807 0.6224 -0.8290
H -2.4152 -1.4599 0.1586
H -1.3357 -2.5814 0.9785
H -0.9153 -2.0452 -0.6557
H -1.0696 1.9797 -1.7894
H 0.5853 2.5363 -1.3715
H -0.6781 2.4174 -0.1064
H 1.2049 -1.6661 0.1940
H 1.4819 -0.7737 1.7415
H 2.1289 0.4616 -0.4053
H 1.1397 1.3122 0.8128
```

F_max: 0.5 eV/Å
LUMO: 0.62 eV
calculated total energy: -271.59163 Ha
highest occupied orbital energy: -8.091 eV



C3H5NO3 | ωB97M-V with the def2-TZVPD basis set

XYZ file:
```
12
Properties=species:S:1:pos:R:3
C -1.9434 0.3231 0.0263
C -0.7389 0.0834 -0.5044
C 0.3944 0.9230 -0.1412
N 1.8703 -0.1442 -0.3615
O 0.6481 2.0711 0.1412
O 1.8313 -1.1292 0.6616
O 2.9640 0.6268 -0.2343
H -2.7747 -0.4065 -0.1209
H -2.3940 1.2413 0.5429
H -0.6119 -0.8980 -1.0576
H 2.2622 -1.9753 0.3814
H 2.7802 1.0916 0.5984
```

F_max: 4.2 eV/Å
LUMO (alpha / beta): -0.36 / -0.36 eV
calculated total energy: -397.60795 Ha
highest occupied orbital energy (alpha / beta): -8.909 / -8.909 eV



C46H47N5OPPtSTe | ωB97M-V with the def2-TZVPD basis set

XYZ file:
```
103
Properties=species:S:1:pos:R:3
Pt -0.8751 0.8998 1.7302
C -0.7207 6.2244 3.0701
C -1.4949 5.4087 2.1082
N -2.1585 5.8463 1.0888
N -2.7209 4.7591 0.5102
C -2.3756 3.6061 1.1394
S -2.8404 2.0627 0.7649
N -1.6007 4.0404 2.2017
N -0.9704 3.1787 3.0781
H -0.8243 7.2708 2.8004
H 0.3373 5.9582 3.0546
H -1.0967 6.0735 4.0825
H -3.2200 4.8308 -0.3603
H -1.5468 2.9545 3.8889
H -0.0718 3.5462 3.3757
C 0.4146 -6.6374 2.8326
C -0.8847 -6.1829 2.9856
C -1.2039 -4.8606 2.7266
C -0.2072 -3.9761 2.3266
C 1.1041 -4.4334 2.1869
C 1.4096 -5.7572 2.4352
P -0.4878 -2.2196 1.9877
C -0.3388 -1.7299 0.1350
C -0.7843 -2.8736 -0.7113
C -0.5644 -2.8983 -2.0671
C 0.3597 -2.1645 -2.8019
C 1.4626 -1.3258 -2.2559
C 1.0106 -1.0973 -0.1836
C 0.5984 -1.2958 3.0937
C 1.3551 -1.9220 4.0818
C 2.2219 -1.1676 4.8474
C 2.3538 0.1891 4.5916
C 1.5682 0.8051 3.6326
C 0.6316 0.0955 2.8688
H 0.6519 -7.6739 3.0226
H -1.6592 -6.8621 3.3078
H -2.2176 -4.5109 2.8527
H 1.8739 -3.7327 1.8962
H 2.4255 -6.1048 2.3273
H -1.5647 -3.4972 -0.2917
H -1.1678 -3.5967 -2.6371
H 0.4318 -2.4269 -3.8479
H 2.1891 -1.0701 -3.0284
H 1.3789 -0.5764 0.7094
H 1.2579 -2.9825 4.2661
H 2.7998 -1.6361 5.6325
H 3.0649 0.7717 5.1636
H 1.6995 1.8692 3.4749
C 0.1757 4.7628 -6.8709
C -0.0753 3.7485 -5.7971
C 0.2086 2.4054 -5.9653
C -0.0233 1.4769 -4.9588
C 0.2553 0.0386 -5.2600
C -0.5456 1.8734 -3.7222
Te -1.1074 0.3371 -2.1432
N -1.3198 -0.7033 0.0100
C -2.6454 -1.1255 -0.0219
O -3.3112 -0.9295 -1.0447
C -3.1379 -1.7317 1.1864
C -2.2411 -1.6594 2.3613
C -2.7983 -2.2418 3.5882
C -4.0592 -2.7421 3.6291
C -4.8812 -2.7757 2.4824
C -4.4094 -2.2681 1.2895
C 0.9162 -0.1499 -1.4188
C 1.7543 1.0411 -1.0973
C 1.0041 2.2539 -0.6628
C 3.0812 1.0016 -0.8968
C 3.9228 -0.1645 -0.8628
C 5.4027 0.0699 -0.7011
C 3.4720 -1.4243 -0.8118
C 2.0726 -1.9281 -0.9509
C 2.1226 -3.4516 -0.8482
C -0.9106 3.2191 -3.5883
C -1.6402 3.7699 -2.3898
C -0.6541 4.1345 -4.6015
H 0.7284 4.3368 -7.7037
H 0.7420 5.5986 -6.4631
H -0.7679 5.1532 -7.2525
H 0.5973 2.0658 -6.9153
H 0.1717 -0.1553 -6.3289
H -0.4604 -0.5843 -4.7260
H 1.2618 -0.2306 -4.9423
H -1.9421 -0.5192 2.4972
H -2.1652 -2.2248 4.4662
H -4.4465 -3.1396 4.5585
H -5.8795 -3.1788 2.5502
H -5.0238 -2.2626 0.4020
H 0.5036 1.9967 0.3085
H 0.2284 2.5144 -1.3775
H 1.6631 3.1058 -0.5049
H 3.5755 1.9309 -0.6402
H 5.6660 1.1081 -0.8877
H 5.9654 -0.5664 -1.3814
H 5.7077 -0.1819 0.3150
H 4.2234 -2.1979 -0.7225
H 2.8725 -3.7613 -0.1225
H 2.4054 -3.8638 -1.8167
H 1.1705 -3.8862 -0.5611
H -2.0051 2.9648 -1.7495
H -2.4917 4.3545 -2.7431
H -0.9899 4.4372 -1.8192
H -0.9420 5.1708 -4.4659
```

F_max: 2.0 eV/Å
multiplicity: 2
expectation value of S²: 0.78
LUMO (alpha / beta): -0.98 / -0.99 eV
calculated total energy: -3256.67583 Ha
highest occupied orbital energy (alpha / beta): -5.722 / -5.714 eV



C30H21Cl2N6O4SY | ωB97M-V with the def2-TZVPD basis set

XYZ file:
```
65
Properties=species:S:1:pos:R:3
Y 0.8198 0.7613 -0.6469
Cl 4.6198 -0.9283 -6.2078
C 4.1420 -0.6727 -4.5748
C 3.0227 0.1018 -4.3094
C 2.6118 0.3131 -2.9995
N 1.5289 1.1200 -2.6316
C 1.1413 2.1795 -3.3624
O 1.4352 2.4755 -4.5123
C 0.3019 3.1525 -2.5441
C -0.3500 4.1948 -3.1936
C -0.9998 5.1587 -2.4459
C -0.9506 5.0613 -1.0625
C -0.2776 3.9957 -0.4896
N 0.3357 3.0519 -1.2041
C 3.3515 -0.2633 -1.9221
C 4.4824 -1.0220 -2.2130
C 4.8675 -1.2289 -3.5286
Cl 6.2648 -2.1850 -3.8548
N 2.8768 0.0180 -0.6405
C 3.4492 -0.4262 0.4871
O 4.4429 -1.1271 0.6431
C 2.7237 0.0948 1.7230
C 3.2713 -0.1728 2.9763
C 2.6559 0.3326 4.1054
C 1.5050 1.0959 3.9520
C 1.0118 1.3050 2.6754
N 1.5987 0.8180 1.5796
H 2.4690 0.5494 -5.1184
H -0.3158 4.2204 -4.2714
H -1.5180 5.9756 -2.9259
H -1.4287 5.7950 -0.4336
H -0.2246 3.8963 0.5884
H 5.0607 -1.4467 -1.4079
H 4.1726 -0.7667 3.0151
H 3.0633 0.1431 5.0872
H 0.9976 1.5202 4.8044
H 0.1079 1.8821 2.5090
C -5.1119 -2.0133 4.6016
C -4.4003 -1.3584 3.4611
C -3.0220 -1.1616 3.4842
C -2.3768 -0.6130 2.3907
C -3.1161 -0.2560 1.2796
C -4.4879 -0.4144 1.2437
C -5.1267 -0.9618 2.3402
S -2.2199 0.4223 -0.1033
O -3.0667 0.4885 -1.2589
O -1.6206 1.6791 0.3433
N -0.8991 -0.4666 -0.3172
C -0.7763 -1.7823 -0.6293
C -1.7728 -2.7547 -0.4863
C -1.4448 -4.0645 -0.7594
C -0.1535 -4.3742 -1.1750
C 0.7643 -3.3453 -1.2921
N 0.4784 -2.0764 -1.0261
H -4.4190 -2.2948 5.3881
H -5.6279 -2.9080 4.2561
H -5.8652 -1.3502 5.0213
H -2.4451 -1.4463 4.3538
H -1.3051 -0.4701 2.3753
H -5.0248 -0.1203 0.3558
H -6.1989 -1.0915 2.3226
H -2.7585 -2.4555 -0.1694
H -2.1807 -4.8460 -0.6457
H 0.1280 -5.3893 -1.4072
H 1.7834 -3.5471 -1.5950
```

F_max: 2.5 eV/Å
LUMO: -0.37 eV
calculated total energy: -3142.43760 Ha
highest occupied orbital energy: -7.308 eV



C2H5ClO2 | ωB97M-V with the def2-TZVPD basis set

XYZ file:
```
10
Properties=species:S:1:pos:R:3
C -0.9954 0.5814 -0.2364
C 0.2169 -0.0579 0.3329
O -0.1317 -1.3154 0.7148
O 1.3480 -0.1394 -0.7444
Cl 2.9201 0.1494 -0.0935
H -0.8067 0.8635 -1.1934
H -1.8693 -0.0890 -0.1340
H -1.2562 1.4173 0.2735
H 0.5000 0.5000 1.1708
H 0.0742 -1.9099 -0.0903
```

F_max: 3.6 eV/Å
LUMO: 0.04 eV
calculated total energy: -689.77477 Ha
highest occupied orbital energy: -10.375 eV